Below is a structure of composition C30H27BrIN4O4Ta in a non-equilibrium geometry, with properties calculated with ωB97M-V with the def2-TZVPD basis set.

The total charge is +2. Its spin multiplicity is 1. Its HOMO energy is -13.190 eV.

```
68
Properties=species:S:1:pos:R:3:forces:R:3:mulliken_charge:R:1
Ta -0.142822 0.568285 -0.506899 -0.19 0.62 -0.46 0.844
O 2.927996 -1.675765 1.289530 -0.33 0.21 -0.35 -0.634
C 2.041386 -1.320731 0.546512 0.36 -1.31 -0.03 0.334
N 1.507066 -0.068639 0.495921 -0.92 1.05 -0.41 0.147
C 2.192853 0.908817 1.322988 0.28 0.49 0.65 -1.204
C 2.413251 2.142285 0.501846 0.50 0.00 0.25 0.771
C 3.459475 3.034862 0.706566 -0.27 -0.08 -0.10 -1.051
C 3.601068 4.104651 -0.163152 -0.20 -0.16 -0.03 -0.312
C 2.686006 4.254808 -1.198908 -0.07 -0.16 0.08 -1.038
C 1.660151 3.336236 -1.323357 -0.03 0.43 -0.41 -0.211
N 1.540505 2.304549 -0.492942 -1.01 -1.23 0.15 0.192
C 1.411452 -2.248248 -0.444540 0.34 -0.62 0.04 0.656
C 1.947534 -3.514046 -0.640418 -0.12 0.35 0.01 -0.759
C 1.336980 -4.359739 -1.553216 -0.21 0.23 -0.03 -0.408
C 0.223028 -3.894709 -2.239806 0.10 0.12 0.16 -0.904
C -0.231424 -2.606523 -1.999158 -0.38 0.05 -0.24 -0.348
N 0.344452 -1.795600 -1.112589 0.04 1.09 0.61 0.142
H 3.142376 0.494923 1.688265 -0.33 0.09 -0.10 0.726
H 1.563171 1.151644 2.193409 0.26 0.01 -0.10 0.186
H 4.154370 2.880331 1.517405 0.03 -0.07 0.06 0.545
H 4.419012 4.801253 -0.049317 0.03 0.03 0.03 0.459
H 2.776343 5.064522 -1.903536 -0.06 0.07 -0.08 0.469
H 0.911859 3.399973 -2.099332 -0.01 0.07 -0.09 0.633
H 2.833504 -3.790772 -0.088078 -0.03 -0.03 0.08 0.567
H 1.713312 -5.355490 -1.725424 0.06 -0.09 -0.02 0.482
H -0.290313 -4.517941 -2.955624 -0.05 0.02 -0.06 0.466
H -1.085114 -2.205823 -2.529740 0.00 0.00 -0.02 0.593
O -6.507392 -0.097023 0.897077 -0.46 -0.06 0.24 -0.491
C -5.294830 -0.025344 0.401085 0.99 0.14 -0.48 0.850
C -4.952539 0.645250 -0.785740 -0.03 -0.23 0.10 -0.646
C -3.642718 0.653309 -1.208288 -0.08 0.25 -0.17 -0.736
N -2.645462 0.072916 -0.527300 1.51 -0.13 0.54 -0.158
C -2.978518 -0.554437 0.603550 -0.30 -0.10 0.01 0.225
Br -1.484328 -1.314304 1.513594 -0.25 0.27 -0.14 0.113
C -4.250192 -0.657915 1.106214 -0.10 0.03 0.03 -0.589
H -7.185946 0.364999 0.378046 0.28 -0.08 0.01 0.337
H -5.711354 1.137389 -1.374349 -0.03 0.06 -0.09 0.381
H -3.351351 1.155276 -2.119161 -0.02 0.08 -0.04 0.562
H -4.462674 -1.187491 2.020395 0.01 -0.05 0.10 0.515
I -2.325596 8.354941 3.268732 0.04 -0.47 -0.23 0.187
C -2.000183 6.483615 2.369043 -0.07 0.26 0.15 -0.150
C -1.583780 5.406493 3.147797 0.01 0.17 0.05 -0.590
C -1.312846 4.194864 2.551656 0.01 -0.24 -0.24 -0.356
C -1.469491 4.033921 1.170158 -0.04 0.18 0.17 0.265
C -1.916828 5.115518 0.400825 0.09 -0.35 0.01 -0.378
C -2.184493 6.329132 0.995881 0.01 0.17 0.08 -0.616
C -1.149066 2.763462 0.532168 -0.64 1.37 -0.19 1.317
O -1.274331 2.580991 -0.711622 0.68 -1.08 -0.55 -0.802
O -0.692641 1.774798 1.193434 0.72 -1.61 -0.03 -0.803
H -1.462042 5.515512 4.213998 0.02 0.06 0.07 0.422
H -0.975376 3.364565 3.152191 0.03 -0.10 0.07 0.476
H -2.041503 4.984636 -0.662764 -0.04 0.05 -0.12 0.481
H -2.526638 7.161945 0.400146 0.00 0.04 -0.04 0.421
C 1.062977 2.006009 -5.606048 -0.02 -0.05 0.08 -1.615
C 0.267638 0.741310 -5.253953 0.04 -0.01 -0.29 1.810
C 0.997757 -0.515440 -5.742930 0.02 0.03 0.11 -1.543
C -1.135593 0.802216 -5.872006 -0.01 0.02 0.14 -1.616
C 0.138280 0.689705 -3.808167 -0.05 -0.07 -0.31 -0.432
C 0.024290 0.634116 -2.599833 -0.15 0.19 1.72 0.345
H 1.184780 2.074006 -6.683819 0.01 0.00 -0.10 0.445
H 2.046030 1.976340 -5.142740 0.13 0.04 -0.01 0.357
H 0.536133 2.890513 -5.257108 -0.03 0.13 -0.01 0.349
H 1.121676 -0.464762 -6.821947 0.01 0.00 -0.08 0.426
H 0.424874 -1.408865 -5.502705 -0.02 -0.09 -0.01 0.348
H 1.979255 -0.595033 -5.282301 0.11 -0.03 0.00 0.368
H -1.052582 0.830214 -6.955447 0.02 0.01 -0.09 0.434
H -1.661462 1.693223 -5.538300 -0.09 0.08 -0.01 0.367
H -1.713852 -0.076073 -5.592345 -0.08 -0.05 -0.02 0.375
```
Positions in Å, forces in eV/Å.

---

Below is a structure of composition C30H27BrN9O2Pb, with properties calculated with ωB97M-V with the def2-TZVPD basis set.

The total charge is +3. Its spin multiplicity is 1. Its HOMO energy is -15.405 eV.

```
70
Properties=species:S:1:pos:R:3:forces:R:3:mulliken_charge:R:1
Pb -0.126984 -0.005436 -0.584004 0.31 0.09 0.53 2.086
C 2.627689 -1.387750 -1.668551 -0.02 -0.09 -0.01 -0.921
N 2.229833 0.001469 -1.393038 -0.10 0.01 -0.03 0.481
C 2.239120 0.808865 -2.615828 0.01 0.06 -0.06 -0.952
C 1.057041 0.476651 -3.487670 -0.02 -0.04 -0.03 0.731
C 1.110765 0.603457 -4.864129 0.05 0.01 0.02 -1.201
C -0.017565 0.321436 -5.616293 -0.02 0.00 -0.02 -0.426
C -1.176509 -0.093487 -4.971149 0.00 0.00 -0.01 -1.157
C -1.164613 -0.204983 -3.599658 0.14 0.03 -0.03 -0.190
N -0.063695 0.073926 -2.877070 -0.20 0.02 -0.12 0.417
C 3.055693 0.610518 -0.344626 0.03 0.00 -0.05 -1.111
C 2.401896 1.844712 0.223612 0.07 -0.01 0.00 0.709
C 3.156946 2.789310 0.899737 0.01 -0.03 -0.03 -1.203
C 2.515024 3.847133 1.518392 -0.03 0.01 0.02 -0.547
C 1.128784 3.919734 1.455249 0.01 0.01 0.01 -1.178
C 0.447041 2.947057 0.759281 -0.01 -0.04 0.01 -0.386
N 1.075786 1.945663 0.120705 -0.13 0.01 0.02 0.499
C 2.136406 -2.312832 -0.583797 0.04 0.03 -0.03 0.643
C 2.862424 -3.414996 -0.171729 0.00 0.03 -0.01 -1.091
C 2.342014 -4.226296 0.825670 -0.03 -0.01 0.01 -0.470
C 1.119003 -3.898907 1.397334 0.03 -0.01 0.01 -1.265
C 0.457159 -2.776936 0.946665 0.00 0.01 0.00 -0.402
N 0.951455 -2.015301 -0.042545 -0.04 -0.04 0.08 0.654
H 3.713308 -1.468129 -1.767764 0.00 0.01 0.01 0.498
H 2.193370 -1.693482 -2.624202 -0.01 0.04 0.00 0.408
H 3.163264 0.658631 -3.180534 0.02 0.00 0.02 0.511
H 2.196354 1.865657 -2.341658 0.00 -0.01 0.01 0.469
H 2.032159 0.918617 -5.336251 0.00 0.01 0.00 0.558
H 0.007436 0.416541 -6.694069 0.00 0.00 0.00 0.470
H -2.073083 -0.335272 -5.523924 0.00 0.00 0.00 0.518
H -2.032464 -0.535452 -3.051272 -0.02 -0.01 -0.01 0.492
H 4.049010 0.859932 -0.729840 0.00 -0.03 -0.01 0.549
H 3.192183 -0.121659 0.456045 -0.02 0.01 0.01 0.488
H 4.232748 2.681908 0.950911 0.00 -0.01 0.00 0.561
H 3.082250 4.592222 2.060411 0.00 0.01 -0.01 0.482
H 0.583357 4.711049 1.949575 -0.01 0.00 -0.01 0.526
H -0.632351 2.937741 0.737030 -0.03 0.02 -0.04 0.766
H 3.824970 -3.626580 -0.618448 -0.01 0.00 -0.01 0.559
H 2.891837 -5.094234 1.165396 0.00 0.00 0.00 0.466
H 0.692472 -4.492017 2.193875 0.00 0.00 0.00 0.526
H -0.479619 -2.460493 1.386180 -0.01 -0.02 -0.03 0.637
N -4.211695 1.521372 -0.736658 0.03 -0.01 -0.02 -0.036
C -3.726110 2.788425 -0.957153 0.00 0.04 0.02 -0.882
C -2.377772 2.665549 -1.057029 0.06 -0.04 -0.01 -0.818
N -2.040202 1.335905 -0.888892 -0.04 0.09 -0.01 0.761
C -3.174301 0.676809 -0.706617 -0.02 -0.03 -0.05 -0.126
C -3.148507 -0.771843 -0.646598 -0.04 0.01 -0.02 0.042
N -1.992786 -1.398666 -0.796165 -0.04 -0.09 -0.07 0.646
C -2.266950 -2.751950 -0.789193 0.03 0.04 0.02 -0.768
C -3.605629 -2.920281 -0.634711 0.01 -0.02 0.07 -0.926
N -4.145147 -1.657187 -0.545873 0.05 0.00 -0.03 -0.020
H -5.187800 1.294335 -0.614488 0.00 0.00 0.01 0.209
H -4.369279 3.649189 -1.023111 -0.01 -0.01 0.00 0.451
H -1.650213 3.433074 -1.254071 0.01 -0.01 0.01 0.574
H -1.503332 -3.501642 -0.898910 0.00 0.01 -0.02 0.542
H -4.210758 -3.808588 -0.575748 0.00 0.01 -0.01 0.432
H -5.125313 -1.461344 -0.403152 0.00 0.01 0.01 0.232
Br 2.225145 0.618757 6.338884 0.00 -0.01 0.01 -0.122
C 0.521327 0.303337 5.612560 0.00 -0.01 -0.02 -0.212
C -0.579616 0.118030 6.447396 -0.04 -0.01 0.03 -0.146
N -1.805699 -0.098465 5.983819 0.06 0.01 -0.02 -0.551
C -1.984871 -0.134392 4.671638 -0.06 0.00 -0.04 -0.393
C -0.944380 0.033958 3.760183 -0.06 0.05 -0.06 0.554
C 0.341802 0.254298 4.246923 0.01 0.03 -0.02 -0.150
C -1.245770 -0.014688 2.308583 0.15 -0.12 -0.09 -0.035
O -2.359787 -0.136673 1.840143 -0.07 0.05 0.10 -0.569
O -0.154360 0.059817 1.537016 -0.07 -0.03 0.05 -0.127
H -0.463744 0.146065 7.524528 0.02 0.01 0.00 0.405
H -2.995497 -0.305306 4.320787 0.01 0.00 -0.02 0.488
H 1.179364 0.394107 3.577911 -0.01 -0.01 0.00 0.343
```
Positions in Å, forces in eV/Å.

---

Below is a structure of composition C30H28AsBrN4O3SbSe4V in a non-equilibrium geometry, with properties calculated with ωB97M-V with the def2-TZVPD basis set.

The total charge is -2. Its spin multiplicity is 3. Its HOMO energy (spin up / spin down) is -1.251 / -1.437 eV.

```
73
Properties=species:S:1:pos:R:3:forces:R:3:lowdin_spin:R:1
V 12.130765 -16.213664 -7.240828 0.63 -0.55 1.91 1.248
Br 13.709622 -21.809580 -8.107672 0.22 -1.94 0.11 0.003
C 13.845625 -19.987335 -7.955025 -1.07 1.44 -0.69 0.003
C 14.977030 -19.397851 -7.347391 -1.25 -0.86 -0.73 -0.022
C 14.939600 -18.067170 -7.154590 1.12 0.61 0.45 0.005
C 13.956077 -17.092274 -7.583295 0.36 -4.36 -1.55 -0.038
O 14.220880 -15.881746 -7.398823 -2.51 1.26 -0.52 -0.044
C 12.743287 -17.909867 -8.589631 1.50 2.48 0.82 0.010
C 11.550647 -17.268547 -9.013516 -1.68 0.68 1.08 -0.062
N 11.485889 -15.886216 -9.020241 3.42 -1.95 3.32 -0.033
C 10.772215 -14.855208 -9.375665 -1.59 1.54 -2.98 0.009
C 9.912325 -15.150668 -10.449240 -0.08 0.10 0.23 -0.019
C 9.345214 -14.148736 -11.221949 0.17 0.97 0.78 0.003
C 9.602748 -12.844119 -10.852115 -0.56 0.80 -0.70 -0.019
C 10.424716 -12.427794 -9.761006 -0.13 -0.95 0.30 0.002
C 10.628341 -11.070747 -9.376468 1.06 -0.87 1.06 -0.007
C 11.481877 -10.862780 -8.294967 -0.93 0.05 -0.87 0.007
C 12.119296 -11.930592 -7.630346 0.39 -0.46 -0.50 0.005
N 11.987947 -13.201344 -7.977660 -1.24 0.43 -1.08 0.017
C 11.078385 -13.441967 -8.977803 -0.12 -1.18 -0.60 -0.005
C 12.775063 -19.306881 -8.505243 1.29 -0.67 0.90 -0.012
H 15.787802 -20.081294 -7.079898 -0.13 0.66 0.19 -0.001
H 15.842137 -17.665289 -6.674567 -0.58 0.36 -0.17 0.001
H 10.584881 -17.829013 -8.805310 0.95 0.43 -0.83 -0.003
H 9.764899 -16.202556 -10.722006 0.17 0.43 0.23 -0.002
H 8.708098 -14.378140 -12.073090 0.12 0.11 0.14 0.001
H 9.139383 -12.059179 -11.445536 0.05 0.09 0.09 -0.001
H 10.151722 -10.242351 -9.891637 0.01 -0.16 0.01 0.000
H 11.663942 -9.863174 -7.946698 0.06 0.27 0.16 0.000
H 12.815228 -11.703645 -6.824436 -0.07 -0.14 -0.03 0.001
H 11.942392 -19.920185 -8.855765 0.17 0.50 -0.23 0.000
Se 9.453091 -10.917650 -3.788920 -3.10 1.72 0.83 0.176
Sb 10.843618 -12.559089 -4.538805 1.63 1.71 -0.11 0.202
Se 11.681937 -14.618524 -5.334938 0.97 -3.51 0.48 0.025
Se 12.101663 -17.085562 -4.494759 0.77 3.18 0.00 0.366
Se 12.735825 -11.691962 -3.400631 1.21 -0.17 0.29 0.085
C 7.681212 -12.584531 -6.747181 0.48 0.24 0.50 0.002
As 8.436770 -14.413417 -6.690549 -0.96 0.04 0.31 0.005
C 6.764617 -15.258824 -7.424236 0.34 0.46 0.10 0.001
C 8.151875 -14.696814 -4.658457 0.80 -0.05 -0.81 0.001
C 6.777869 -15.060176 -4.238756 0.17 -0.24 0.18 0.000
C 5.866293 -14.097706 -3.776286 0.60 0.07 -0.26 0.000
C 4.601318 -14.464069 -3.360251 -0.13 -0.18 0.00 0.000
C 4.234566 -15.797170 -3.375239 -0.15 -0.36 0.07 0.000
C 5.139294 -16.761816 -3.798315 -0.11 -0.12 -0.09 0.000
C 6.398328 -16.410937 -4.242446 -0.17 0.45 0.10 0.000
H 8.361907 -11.827780 -6.295472 -0.50 -0.61 -0.25 0.001
H 6.720071 -12.562080 -6.227524 0.01 0.11 -0.07 0.000
H 7.553625 -12.347889 -7.792575 -0.19 0.16 -0.43 0.000
H 5.883716 -14.951225 -6.863421 -0.06 0.04 0.09 0.000
H 6.874424 -16.331060 -7.382891 0.08 -0.35 0.04 0.000
H 6.638888 -14.955757 -8.472069 0.19 0.03 0.20 0.000
H 8.477449 -13.756223 -4.173062 -0.27 -0.51 -0.29 -0.001
H 8.903964 -15.495122 -4.480254 -0.58 0.39 0.21 0.000
H 6.188547 -13.057873 -3.725522 -0.05 -0.17 -0.05 0.000
H 3.897607 -13.728312 -3.005246 -0.05 0.22 0.04 0.000
H 3.254720 -16.116941 -3.043597 -0.08 0.12 0.05 0.000
H 4.854423 -17.805022 -3.782316 -0.06 -0.10 -0.01 0.000
H 7.091440 -17.174240 -4.572954 0.12 0.11 -0.03 0.000
C 11.575261 -20.710328 -3.168529 0.19 0.07 0.05 0.000
N 10.885986 -20.217525 -4.348411 -0.29 0.62 -0.48 0.001
C 9.518025 -20.040494 -4.372978 -0.34 0.36 -0.75 0.003
C 8.850644 -19.271964 -5.312231 1.04 -0.70 1.33 0.000
C 9.673548 -18.402394 -6.157186 -0.09 -0.97 -0.18 0.003
O 9.180125 -17.437326 -6.809585 1.22 -1.07 0.64 0.003
N 10.995212 -18.762766 -6.198887 0.41 -0.03 -1.36 0.027
C 11.689473 -19.540725 -5.319638 -0.65 0.19 0.63 0.025
O 12.933689 -19.588006 -5.158403 -1.87 -0.36 -0.86 0.030
H 10.874903 -21.291623 -2.569983 -0.01 -0.10 0.00 0.000
H 11.956382 -19.873489 -2.553546 -0.11 -0.28 -0.33 -0.001
H 12.429067 -21.328525 -3.477846 -0.31 0.20 0.15 0.000
H 9.001112 -20.582513 -3.573989 0.01 0.14 -0.40 0.000
H 7.767262 -19.262435 -5.354573 0.14 0.15 0.16 0.000
```
Positions in Å, forces in eV/Å.

---

So what do the calculations give for ΔE to the lowest compared entry with this formula, charge and spin? Going down the list: 20.55 0.97 0.00 kcal per mole.